12
Properties=species:S:1:pos:R:3:nbo_charge:R:1 method="wB97M-V/def2-TZVPD" de_lowest_kj_mol=128.8 max_force_ev_per_a=1.11 e_tot_ev=-8235.364 homo_lumo_gap_ev=11.2 smiles=N#C[C@@H](N)CO
N 2.4813 -0.6919 -1.3675 -0.309
C 1.5666 -0.4848 -0.6900 0.256
C 0.3980 -0.2230 0.1728 -0.186
N 0.3491 1.1391 0.7083 -0.834
C -0.9276 -0.5143 -0.5484 -0.051
O -1.9746 -0.3723 0.3712 -0.708
H 0.4556 -0.9235 1.0110 0.238
H 0.7205 1.1772 1.6489 0.376
H 0.8913 1.7836 0.1427 0.378
H -1.0334 0.1694 -1.4042 0.166
H -0.9460 -1.5412 -0.9236 0.192
H -1.8632 0.5154 0.7475 0.480